Here is C35H57BeN2O2P2 as an isolated structure in a non-equilibrium geometry from OMol25. Energies are from ωB97M-V with the def2-TZVPD basis set.

Properties
gap between HOMO and LUMO: 5.48 eV
2S+1: 1
LUMO energy: -3.5 eV
E_tot: -2325.10094 a.u.
total charge: +1
energy above the lowest of the compared OMol25 structures with the same formula, charge and spin: 0.0 kJ/mol

Element x y z (Å)
1 C -1.3813 -1.5277 -2.3588
2 C 0.5959 -2.5503 -1.4921
3 C -1.5396 -2.5453 -3.2759
4 C 0.3459 -3.6728 -2.3125
5 C -0.6880 -3.6616 -3.2323
6 H -2.3745 -2.4819 -3.9705
7 H 1.0497 -4.5024 -2.2492
8 H -0.8610 -4.4947 -3.9137
9 N -0.3359 -1.5227 -1.4884
10 P -2.4698 0.0903 -0.4065
11 P 2.4049 -0.8219 -0.1834
12 C -2.3912 -0.3874 -2.2037
13 H -2.1113 0.5025 -2.7888
14 H -3.3793 -0.6929 -2.5666
15 C 0.6835 0.7447 0.6851
16 O 0.8269 1.7686 1.2316
17 C 1.7839 -2.3827 -0.7314
18 H 2.4066 -3.2763 -0.6200
19 C 3.4879 -0.0663 -1.5798
20 C 3.4745 -1.2147 1.3548
21 C -3.3047 1.8074 -0.3105
22 C -3.6269 -1.3286 0.1782
23 C 3.5623 1.4599 -1.3434
24 H 4.1425 1.7058 -0.4419
25 H 4.0635 1.9312 -2.2056
26 H 2.5693 1.9168 -1.2518
27 C 4.8884 -0.6918 -1.5826
28 H 5.4630 -0.4724 -0.6751
29 H 4.8213 -1.7790 -1.7282
30 H 5.4574 -0.2834 -2.4335
31 C 2.8711 -0.3703 -2.9528
32 H 3.3843 0.2269 -3.7238
33 H 2.9956 -1.4292 -3.2106
34 H 1.8107 -0.1244 -2.9991
35 C 4.2142 0.0675 1.7751
36 H 3.5238 0.9165 1.8866
37 H 4.6840 -0.1048 2.7553
38 H 5.0109 0.3510 1.0760
39 C 2.5395 -1.6516 2.4832
40 H 1.8209 -0.8696 2.7489
41 H 1.9860 -2.5536 2.1991
42 H 3.1231 -1.8953 3.3865
43 C 4.4393 -2.3723 1.0901
44 H 5.1645 -2.1614 0.3045
45 H 5.0057 -2.5702 2.0096
46 H 3.9016 -3.2866 0.8250
47 C -4.0439 -1.0343 1.6262
48 H -4.5482 -1.9232 2.0380
49 H -3.1686 -0.8283 2.2598
50 H -4.7576 -0.2021 1.7065
51 C -2.8174 -2.6350 0.1416
52 H -2.7774 -3.0734 -0.8619
53 H -1.7950 -2.4618 0.4890
54 H -3.2742 -3.3810 0.8083
55 C -4.8822 -1.5379 -0.6789
56 H -5.4709 -2.3419 -0.2122
57 H -5.5234 -0.6550 -0.7288
58 H -4.6465 -1.8604 -1.6982
59 C -2.5602 2.7972 -1.2135
60 H -2.5913 2.5053 -2.2681
61 H -3.0459 3.7798 -1.1296
62 H -1.5163 2.9178 -0.9132
63 C -3.2071 2.3030 1.1443
64 H -2.1593 2.4023 1.4623
65 H -3.6758 3.2965 1.2084
66 H -3.7239 1.6487 1.8591
67 C -4.7608 1.6903 -0.7649
68 H -4.8427 1.2192 -1.7545
69 H -5.3863 1.1460 -0.0454
70 H -5.1863 2.7009 -0.8497
71 Be -0.0767 -0.0953 -0.7560
72 N 0.1274 1.1671 -1.8084
73 C 0.3199 1.8733 -2.7308
74 C 0.5200 2.6244 -3.8831
75 C 0.3502 4.0244 -3.8385
76 C 0.8700 1.9605 -5.0791
77 C 0.5056 4.7558 -5.0195
78 H 0.1027 4.5140 -2.8995
79 C 1.0421 2.7160 -6.2412
80 H 0.9950 0.8783 -5.0911
81 C 0.8511 4.0978 -6.2019
82 H 0.3539 5.8333 -5.0031
83 H 1.3175 2.2093 -7.1645
84 H 0.9743 4.6795 -7.1216
85 C -1.5451 -0.4418 4.5435
86 C -0.8521 -0.1829 3.2244
87 O -0.5872 -1.3042 2.3867
88 C -0.7671 -2.6582 2.8283
89 C -0.0644 -3.0688 4.1014
90 H -2.4015 -1.1273 4.4887
91 H -1.9132 0.5228 4.9099
92 H -0.8209 -0.8162 5.2764
93 H -1.4217 0.5257 2.6017
94 H 0.1108 0.3094 3.4118
95 H -1.8463 -2.8712 2.9311
96 H -0.3928 -3.2438 1.9745
97 H 0.9270 -2.6109 4.2621
98 H -0.7199 -2.8641 4.9560
99 H 0.0726 -4.1566 4.0451